This record from the OMol25 dataset describes one molecule with the formula C3H5NS3. The level of theory is wB97M-V/def2-TZVPD.

## Properties
Molar mass   151.28 g mol⁻¹
Calculated total energy   -37186.3614 eV
Structure (SMILES)   NSC1SC=CS1
Charge   0
HOMO-LUMO gap   8.4200 eV
HOMO energy   -7.87 eV

Each atom is followed by the atoms it is bonded to, with distances in Å.
Geometry (Å):
1 N -2.35290 -0.79561 -0.11899  S2 1.693, H8 1.042, H9 0.972
2 S -1.55103 0.58519 0.44512  N1 1.693, C3 1.836
3 C -0.21772 0.57768 -0.81650  S2 1.836, S4 1.831, S7 1.871, H10 0.996
4 S 0.98432 1.87512 -0.34439  C3 1.831, C5 1.744
5 C 2.03123 0.79112 0.53361  S4 1.744, C6 1.337, H11 1.005
6 C 1.84791 -0.52983 0.44116  C5 1.337, S7 1.728, H12 1.035
7 S 0.73165 -1.03391 -0.77817  C3 1.871, C6 1.728
8 H -2.51187 -1.39585 0.71727  N1 1.042
9 H -3.22531 -0.58925 -0.49347  N1 0.972
10 H -0.50967 0.68789 -1.76203  C3 0.996
11 H 2.55888 1.21049 1.27851  C5 1.005
12 H 2.21452 -1.38304 0.89787  C6 1.035